[1]
# CH2O3S

A single CH2O3S molecule (ωB97M-V with the def2-TZVPD basis set, OMol25).

Each line ends with the natural charge from an NBO analysis.
Atoms and positions in Å:
O (1.158, -0.944, 0.077)  -0.7353
C (-0.062, 0.043, 0.040)  0.7363
O (0.449, 1.187, 0.536)  -0.6771
O (-0.989, -0.064, -0.920)  -0.5604
S (-1.754, -0.477, 0.676)  0.2354
H (1.096, -1.741, -0.556)  0.4935
H (0.102, 1.995, 0.148)  0.5076

Values from the calculation:
SMILES   OC1(O)OS1
Spin multiplicity   1
E_tot   -663.12275 Ha
Orbital gap   8.935 eV
Energy relative to the best compared isomer or geometry (same formula, charge and spin)   1.3640 eV

=====

[2]
# C24H29AuGeN3O2

A molecular structure, C24H29AuGeN3O2 (ωB97M-V with the def2-TZVPD basis set, OMol25).

Each line ends with the natural charge from an NBO analysis.
Atoms and positions in Å:
Au (0.692, 0.542, -0.329)  1.0059
O (6.724, 3.778, 1.284)  -0.7033
C (6.347, 2.792, 1.920)  0.7613
O (6.736, 2.138, 2.889)  -0.7038
C (4.974, 2.190, 1.316)  -0.0127
C (4.401, 1.073, 1.907)  -0.1988
C (3.222, 0.584, 1.361)  0.2223
N (2.687, 1.182, 0.307)  -0.5802
C (3.193, 2.269, -0.257)  0.1317
C (4.376, 2.810, 0.228)  -0.1779
C (2.380, 2.802, -1.372)  0.2075
C (2.780, 3.891, -2.133)  -0.1992
C (1.985, 4.327, -3.180)  -0.0981
C (0.800, 3.664, -3.464)  -0.2362
C (0.441, 2.599, -2.665)  0.0825
N (1.205, 2.187, -1.648)  -0.4884
C (2.448, -0.579, 1.850)  0.1873
C (2.827, -1.316, 2.962)  -0.2028
C (2.060, -2.398, 3.362)  -0.1018
C (0.946, -2.762, 2.618)  -0.2313
C (0.618, -1.996, 1.519)  0.0738
N (1.332, -0.922, 1.164)  -0.4997
H (4.902, 0.646, 2.766)  0.2705
H (4.861, 3.687, -0.181)  0.2707
H (3.713, 4.387, -1.913)  0.2592
H (2.293, 5.178, -3.772)  0.2496
H (0.166, 3.960, -4.286)  0.2531
H (-0.480, 2.059, -2.829)  0.2171
H (3.719, -1.049, 3.508)  0.2587
H (2.337, -2.958, 4.245)  0.2489
H (0.346, -3.621, 2.879)  0.2503
H (-0.225, -2.244, 0.889)  0.2183
C (-1.405, -4.317, -1.597)  -0.6068
C (-2.046, -2.946, -1.415)  -0.3883
C (-1.496, -1.899, -2.381)  -0.4091
C (-2.144, -0.528, -2.191)  -0.7985
Ge (-1.765, 0.390, -0.470)  0.9926
C (-2.349, -0.218, 1.333)  -0.7896
C (-3.854, -0.026, 1.538)  -0.4114
C (-4.697, -0.954, 0.666)  -0.3914
C (-6.189, -0.847, 0.965)  -0.6031
H (-1.814, -5.035, -0.886)  0.2198
H (-0.323, -4.269, -1.452)  0.1993
H (-1.592, -4.698, -2.601)  0.2196
H (-1.890, -2.598, -0.386)  0.1670
H (-3.127, -3.026, -1.559)  0.2116
H (-1.672, -2.234, -3.406)  0.2227
H (-0.410, -1.822, -2.254)  0.1887
H (-3.233, -0.607, -2.265)  0.2440
H (-1.825, 0.164, -2.974)  0.2274
H (-2.319, 1.816, -0.642)  -0.1420
H (-1.785, 0.379, 2.055)  0.2401
H (-2.076, -1.262, 1.492)  0.2188
H (-4.131, 1.013, 1.339)  0.2082
H (-4.074, -0.220, 2.591)  0.2228
H (-4.369, -1.986, 0.817)  0.1984
H (-4.522, -0.708, -0.387)  0.1823
H (-6.397, -1.131, 1.997)  0.2122
H (-6.759, -1.506, 0.312)  0.2207
H (-6.543, 0.174, 0.815)  0.2093

Values from the calculation:
Spin multiplicity   1
E_tot   -3459.02281 Ha
Orbital gap   4.603 eV
Net charge   +1

=====

[3]
# H27O13

13 unconnected molecules or ions with the total composition H27O13 (ωB97M-V with the def2-TZVPD basis set, OMol25).

Each line ends with the Mulliken spin population.
Atoms and positions in Å:
O (-0.742, 3.659, 0.835)  0.1985
H (-0.125, 2.898, 0.641)  -0.0115
H (-1.550, 3.087, 1.140)  0.3010
O (-0.350, -0.029, 4.047)  0.1445
H (-0.802, -0.666, 4.607)  -0.0215
H (-1.531, 0.630, 0.833)  0.0094
O (1.109, 2.359, 2.502)  -0.1744
H (-1.060, 2.296, -2.576)  -0.0150
O (0.410, -3.254, 2.055)  0.0252
H (-1.944, -2.045, -0.905)  -0.0003
H (0.237, -2.441, 1.558)  -0.0035
O (3.349, -3.114, 1.268)  0.0058
H (2.643, -3.761, 1.445)  0.0006
H (2.714, -2.378, 1.282)  -0.0014
O (-0.430, 0.504, -3.817)  0.0385
H (-1.251, 0.005, -3.751)  -0.0049
H (-0.613, 1.425, -3.614)  -0.0165
O (2.450, 0.189, -2.879)  0.0142
H (2.022, 0.675, -2.155)  0.0004
H (3.279, 0.686, -2.790)  -0.0066
O (-0.707, 3.053, -2.101)  0.1916
H (-0.184, 3.587, -2.708)  -0.0382
H (-0.383, 3.989, 1.714)  0.0009
O (-2.371, -1.638, -0.122)  0.0539
H (-3.873, 1.365, 1.815)  -0.0496
H (-1.741, -1.971, 0.530)  -0.0069
O (2.355, -1.884, -1.045)  -0.0043
H (2.256, -1.751, -1.991)  0.0004
H (3.176, -2.312, -0.779)  0.0019
O (-0.869, 1.004, 0.228)  0.1151
H (-0.421, -3.354, 2.536)  -0.0073
H (-0.792, 0.476, -0.573)  -0.0239
O (-0.524, -2.333, -2.157)  0.0004
H (-0.426, -3.224, -1.789)  -0.0031
H (0.330, -1.970, -1.870)  0.0016
O (-3.443, 1.249, 0.964)  0.2941
H (-3.795, 1.822, 0.275)  -0.0579
H (-0.050, 0.695, 4.608)  -0.0334
H (1.531, 1.977, 1.714)  0.0012
H (0.448, 1.661, 2.661)  0.0810

Values from the calculation:
Spin multiplicity   2
E_tot   -994.11923 Ha
Orbital gap (alpha / beta)   3.636 / 11.035 eV
Energy relative to the best compared isomer or geometry (same formula, charge and spin)   2.4681 eV

=====

[4]
# C11H20N3P2Pt

A molecular structure, C11H20N3P2Pt (ωB97M-V with the def2-TZVPD basis set, OMol25).

Each line ends with the Mulliken spin population.
Atoms and positions in Å:
C (0.059, -0.879, -2.174)  -0.0176
C (-0.897, -1.732, -2.839)  0.0271
C (-0.677, -3.049, -2.359)  0.0122
C (0.514, -3.094, -1.583)  0.0182
C (0.935, -1.728, -1.394)  0.0968
Pt (0.634, 0.904, 0.412)  1.2502
P (-0.446, 2.855, 0.551)  0.2598
H (0.119, 0.208, -2.218)  -0.0055
H (-1.674, -1.393, -3.523)  0.0003
H (-1.278, -3.905, -2.650)  0.0012
H (1.732, -1.386, -0.731)  -0.0940
H (0.998, -3.958, -1.132)  -0.0006
H (-1.634, 2.813, 1.337)  0.0602
H (-0.920, 3.291, -0.723)  0.0263
H (0.231, 4.025, 1.018)  0.0121
C (1.385, -0.868, 5.109)  0.0039
N (1.206, 0.598, 4.940)  0.0099
C (-0.163, 1.016, 5.338)  0.0029
N (-1.217, 0.238, 4.645)  -0.0078
C (-0.992, -1.209, 4.881)  0.0052
N (0.342, -1.654, 4.405)  0.0051
C (0.464, -1.550, 2.942)  0.0362
P (0.345, 0.221, 2.421)  0.3250
C (1.539, 1.027, 3.587)  0.0045
C (-1.305, 0.543, 3.218)  -0.0028
H (1.312, -1.094, 6.184)  0.0015
H (2.371, -1.152, 4.714)  -0.0036
H (-0.293, 2.083, 5.109)  0.0024
H (-0.270, 0.830, 6.417)  0.0004
H (-1.768, -1.778, 4.349)  0.0042
H (-1.046, -1.384, 5.969)  -0.0014
H (1.429, -1.947, 2.599)  0.0176
H (-0.348, -2.094, 2.440)  -0.0057
H (1.456, 2.118, 3.471)  -0.0307
H (2.545, 0.679, 3.311)  -0.0159
H (-2.018, -0.136, 2.728)  0.0087
H (-1.599, 1.586, 3.048)  -0.0062

Values from the calculation:
Spin multiplicity   3
E_tot   -1397.28755 Ha
Orbital gap (alpha / beta)   4.009 / 5.053 eV
Net charge   -1
Energy relative to the best compared isomer or geometry (same formula, charge and spin)   0.0000 eV

=====

[5]
# C26H33N3O4

A molecular structure, C26H33N3O4 (ωB97M-V with the def2-TZVPD basis set, OMol25).

Each line ends with the natural charge from an NBO analysis.
Atoms and positions in Å:
C (3.485, 0.449, 3.441)  -0.6261
H (3.035, 1.139, 3.975)  0.2097
C (2.637, -0.257, 2.450)  -0.3410
C (3.299, -1.318, 1.508)  0.0754
C (2.313, -2.359, 0.573)  -0.2031
N (1.376, -1.443, -0.048)  -0.4803
C (0.043, -1.203, 0.506)  0.8118
O (-0.277, 0.071, 0.450)  -0.7303
N (-0.689, -2.160, 0.466)  -0.4111
C (-0.485, -3.439, -0.237)  -0.1918
H (-0.908, -4.027, 0.423)  0.1936
H (0.409, -3.464, -0.612)  0.2289
C (-1.374, -3.483, -1.606)  -0.3969
H (-0.794, -2.785, -2.275)  0.2793
C (-2.623, -2.407, -1.389)  -0.2217
C (-2.357, -0.996, -1.617)  0.6299
O (-1.449, -0.939, -2.587)  -0.6946
N (-3.074, -0.034, -1.139)  -0.5065
H (-3.450, -0.016, -0.433)  0.3581
C (-2.858, 1.460, -1.449)  -0.2240
C (-1.960, 2.105, -0.682)  -0.1610
C (-0.834, 2.754, -0.854)  -0.1474
C (0.142, 3.373, -0.054)  -0.2069
C (-0.259, 3.366, 1.398)  -0.1562
C (-1.397, 2.951, 1.423)  -0.3628
C (-2.170, 2.190, 0.756)  0.4539
O (-3.439, 1.397, 1.111)  -0.5599
C (-3.805, 1.781, 2.430)  -0.2477
H (-3.207, 1.057, 3.215)  0.1531
H (-3.928, 2.607, 2.891)  0.1796
H (-4.795, 1.222, 2.456)  0.1914
H (-1.667, 2.804, 2.589)  0.2015
H (0.503, 3.811, 1.961)  0.2323
H (1.069, 3.531, -0.473)  0.2171
H (-0.484, 2.532, -2.049)  0.1823
H (-3.767, 2.103, -1.541)  0.2445
H (-2.365, 1.442, -2.739)  0.2215
C (-3.057, -2.490, 0.464)  -0.4318
C (-1.976, -1.936, 1.143)  -0.2905
H (-2.123, -2.361, 2.193)  0.1995
H (-1.983, -0.983, 1.452)  0.2620
H (-4.132, -1.911, 0.624)  0.2280
H (-3.337, -3.610, 0.432)  0.2209
H (-3.480, -2.861, -1.886)  0.2343
H (-1.818, -4.242, -1.856)  0.1791
C (2.281, -0.402, -0.799)  0.1517
C (1.626, 0.156, -1.852)  -0.1947
C (2.368, 1.054, -2.606)  -0.0427
C (3.562, 1.623, -2.374)  -0.1667
C (3.993, 1.007, -1.121)  -0.1404
C (3.454, 0.053, -0.466)  0.1307
O (4.100, -0.521, 0.598)  -0.5121
H (5.319, 1.251, -0.972)  0.1857
H (4.158, 2.171, -2.750)  0.1835
C (1.729, 1.758, -3.740)  -0.6419
H (0.688, 1.472, -3.852)  0.2155
H (2.230, 1.627, -4.796)  0.2173
H (1.400, 2.905, -3.656)  0.2110
H (0.569, 0.076, -2.151)  0.2752
H (3.032, -2.849, 0.372)  0.1862
H (1.748, -2.859, 1.315)  0.1918
H (3.980, -1.921, 2.208)  0.1842
H (1.918, 0.348, 1.822)  0.2384
H (1.657, -0.978, 3.202)  0.1147
H (4.028, -0.326, 4.040)  0.1994
H (4.169, 0.933, 2.772)  0.2170

Values from the calculation:
Spin multiplicity   1
E_tot   -1474.92432 Ha
Orbital gap   8.710 eV
Energy relative to the best compared isomer or geometry (same formula, charge and spin)   25.0982 eV

=====

[6]
# C5H8S3

A single C5H8S3 molecule (ωB97M-V with the def2-TZVPD basis set, OMol25).

Each line ends with the natural charge from an NBO analysis.
Atoms and positions in Å:
S (4.034, -0.119, -0.180)  0.0175
C (2.406, -0.141, 0.012)  -0.5264
S (1.497, -1.635, -0.202)  0.2973
C (-0.109, -1.287, 0.829)  -0.5031
C (-1.269, -0.778, -0.032)  -0.4193
C (-0.891, 0.415, -0.838)  -0.4330
C (-0.218, 1.559, -0.041)  -0.5089
S (1.633, 1.445, 0.342)  0.2723
H (-0.351, -2.194, 1.349)  0.2319
H (0.028, -0.680, 1.713)  0.2317
H (-2.111, -0.469, 0.640)  0.2129
H (-1.746, -1.555, -0.736)  0.2203
H (-1.809, 0.739, -1.281)  0.2231
H (-0.301, 0.300, -1.772)  0.2287
H (-0.627, 1.944, 0.890)  0.2226
H (-0.165, 2.456, -0.692)  0.2322

Values from the calculation:
SMILES   S=C1SCCCCS1
Spin multiplicity   1
E_tot   -1389.83666 Ha
Orbital gap   8.371 eV
Energy relative to the best compared isomer or geometry (same formula, charge and spin)   0.7862 eV